Below is a molecular structure, C25H15Cl5FeO6PS, with properties calculated with ωB97M-V/def2-TZVPD.

expectation value of S²: 0.762
2S+1: 2
LUMO energy (alpha / beta): 0.01 / -2.29 eV
highest occupied orbital energy (alpha / beta): -8.0 / -8.1 eV

Geometry as XYZ:
```
54
C25H15Cl5FeO6PS ωB97M-V/def2-TZVPD
Fe 0.6976 -1.6138 2.1189
Cl -6.3254 -2.1418 3.1157
C -4.7246 -1.6639 2.6987
C -3.6705 -2.5670 2.7999
Cl -3.9456 -4.1696 3.3599
C -2.3937 -2.1734 2.4419
Cl -1.0548 -3.2694 2.5852
C -2.0823 -0.8892 1.9516
O -0.8884 -0.5578 1.5818
C -3.1675 0.0167 1.9143
Cl -2.8338 1.6452 1.4521
C -4.4552 -0.3666 2.2642
Cl -5.7404 0.7759 2.1675
O 1.9694 -0.2526 1.3236
S 1.7800 0.8095 2.3799
O 2.9581 1.5162 2.7681
O 1.0194 0.1465 3.4391
C 0.8071 1.9981 1.4856
C 0.5551 3.2240 2.0756
C -0.1010 4.2085 1.3526
C -0.4882 3.9718 0.0410
C -0.2394 2.7413 -0.5468
C 0.4080 1.7410 0.1762
P 0.6847 0.1339 -0.5778
C -0.5438 -0.1380 -1.8456
C -1.8911 0.0130 -1.5002
C -2.8775 -0.2402 -2.4359
C -2.5315 -0.6638 -3.7130
C -1.1962 -0.8265 -4.0572
C -0.1998 -0.5702 -3.1300
C 2.3170 0.0004 -1.2902
C 3.1391 1.1179 -1.4125
C 4.4176 0.9733 -1.9287
C 4.8759 -0.2794 -2.3103
C 4.0624 -1.3963 -2.1685
C 2.7851 -1.2633 -1.6503
H 0.8868 3.4080 3.0889
H -0.3022 5.1664 1.8132
H -0.9951 4.7419 -0.5249
H -0.5625 2.5521 -1.5623
H -2.1539 0.3343 -0.5035
H -3.9170 -0.1139 -2.1631
H -3.3042 -0.8687 -4.4424
H -0.9272 -1.1503 -5.0539
H 0.8378 -0.6878 -3.4094
H 2.7870 2.0935 -1.1021
H 5.0579 1.8398 -2.0252
H 5.8762 -0.3887 -2.7082
H 4.4293 -2.3750 -2.4478
H 2.1601 -2.1355 -1.4971
O 1.3031 -2.8561 0.6385
C 2.2828 -3.1302 1.3914
O 2.2922 -2.6964 2.5688
H 3.1235 -3.7238 1.0126
```

Mulliken atomic charge list, values in e, 4 entries: atom 1 (Fe): 0.164, atom 2 (Cl): -0.203, atom 3 (C): 0.351, atom 4 (C): -0.048

***

Below is a molecular structure, C25H16BrF2MoN6O11 in a non-equilibrium geometry, with properties calculated with ωB97M-V/def2-TZVPD.

expectation value of S²: 2.017
charge: +1
2S+1: 3
LUMO energy (alpha / beta): -4.41 / -4.53 eV
highest occupied orbital energy (alpha / beta): -11.4 / -11.5 eV

Geometry as XYZ:
```
62
C25H16BrF2MoN6O11 ωB97M-V/def2-TZVPD
Mo -0.1466 -0.3199 -0.2422
F 2.3870 -1.3441 4.4981
C 2.5130 -0.9932 3.2137
C 1.3698 -0.7972 2.4598
C 1.5006 -0.4249 1.1330
C 2.7706 -0.2663 0.5609
C 3.8811 -0.4764 1.3717
F 5.1190 -0.3249 0.8708
C 3.7838 -0.8379 2.6977
C 2.8041 0.1304 -0.8515
C 3.9348 0.3770 -1.6226
C 3.7866 0.7802 -2.9367
C 2.5160 0.9432 -3.4705
C 1.4346 0.6756 -2.6629
N 1.5707 0.2704 -1.3910
H 0.4076 -0.9525 2.9321
H 4.6664 -0.9904 3.3008
H 4.9149 0.2621 -1.1920
H 4.6624 0.9714 -3.5421
H 2.3611 1.2710 -4.4875
H 0.4200 0.7866 -3.0216
Br 1.4087 2.8625 0.8692
C -0.0216 2.1970 1.8829
C -0.4183 2.9106 3.0043
C -1.5374 2.4908 3.6983
C -2.2467 1.3949 3.2285
C -1.7623 0.7280 2.1261
N -0.6414 1.0937 1.4802
C -2.5108 -0.4433 1.5315
O -3.6350 -0.6995 1.8797
O -1.8327 -1.0667 0.6047
H 0.1452 3.7807 3.3052
H -1.8613 3.0254 4.5808
H -3.1611 1.0435 3.6839
N -4.3747 1.3247 -2.5629
C -3.4397 0.8656 -1.4874
C -2.1421 1.6559 -1.7121
O -2.2094 2.6264 -2.4543
O -1.1351 1.3027 -1.0251
H -5.3069 1.5547 -2.2237
H -4.4553 0.6462 -3.3288
H -3.8741 2.1791 -2.9244
H -3.2858 -0.2076 -1.5254
H -3.8607 1.1168 -0.5139
O -2.9455 -6.2849 -4.6812
N -2.1807 -6.2395 -3.7455
O -1.7384 -7.1859 -3.1384
C -1.7809 -4.9006 -3.2796
C -2.3418 -3.7824 -3.8772
C -1.9570 -2.5388 -3.4441
C -1.0563 -2.3304 -2.3799
O -0.7818 -1.1491 -1.9771
C -0.5482 -3.5152 -1.8044
C -0.8879 -4.7872 -2.2425
N 0.3759 -3.4319 -0.6945
O 0.5850 -2.3274 -0.1197
O 0.9512 -4.4237 -0.3346
N -2.6221 -1.3671 -4.0258
O -3.7863 -1.4927 -4.3527
O -1.9858 -0.3330 -4.1224
H -3.0658 -3.8921 -4.6726
H -0.4710 -5.6681 -1.7761
```

Mulliken atomic charge list, values in e, 4 entries: atom 1 (Mo): -1.581, atom 2 (F): -0.335, atom 3 (C): -0.127, atom 4 (C): -0.554

***

Below is a molecular structure, C25H16Cl2N5O2RuS in a non-equilibrium geometry, with properties calculated with ωB97M-V/def2-TZVPD.

expectation value of S²: 8.802
2S+1: 6
LUMO energy (alpha / beta): -0.42 / -4.18 eV
highest occupied orbital energy (alpha / beta): -6.1 / -7.4 eV

Geometry as XYZ:
```
52
C25H16Cl2N5O2RuS ωB97M-V/def2-TZVPD
Ru 0.2116 -0.4449 -0.4079
Cl 6.6723 -3.1052 -0.6212
C 4.9421 -3.0032 -0.5401
C 4.3508 -1.7418 -0.5457
C 2.9511 -1.5704 -0.4578
N 2.2394 -0.4169 -0.4079
C 2.9224 0.7318 -0.2108
O 4.1068 0.9715 0.0586
C 2.0606 1.9181 -0.3256
C 2.5789 3.2107 -0.3228
C 1.6941 4.2830 -0.4036
C 0.3303 4.0243 -0.4805
C -0.0830 2.7007 -0.4808
N 0.7547 1.6531 -0.4079
C 2.1345 -2.6994 -0.4283
C 2.7500 -3.9712 -0.4182
C 4.1351 -4.1273 -0.4666
Cl 4.7847 -5.7368 -0.4435
N 0.8116 -2.3821 -0.4079
C -0.0767 -3.4021 -0.4277
O 0.0498 -4.6327 -0.4603
C -1.4708 -2.9354 -0.4121
C -2.5468 -3.8207 -0.4093
C -3.8384 -3.3009 -0.4022
C -4.0061 -1.9213 -0.3980
C -2.8694 -1.1269 -0.4004
N -1.6157 -1.6100 -0.4079
H 5.0017 -0.8799 -0.6176
H 3.6501 3.3574 -0.2563
H 2.0694 5.2994 -0.4017
H -0.3939 4.8259 -0.5377
H -1.1311 2.4283 -0.5378
H 2.1529 -4.8714 -0.3685
H -2.3619 -4.8881 -0.4137
H -4.6928 -3.9671 -0.4006
H -4.9903 -1.4725 -0.3930
H -2.9280 -0.0441 -0.3968
S -3.7198 1.9480 -1.0174
C -2.4610 0.8219 -1.2945
N -1.4929 0.7940 -0.4079
C -1.7470 1.7320 0.5805
C -0.9321 1.9935 1.7009
C -1.3111 2.9731 2.6248
C -2.4885 3.6925 2.4459
C -3.3151 3.4531 1.3435
C -2.9251 2.4672 0.4216
H -2.4688 0.1696 -2.1579
H -0.0145 1.4297 1.8362
H -0.6788 3.1709 3.4872
H -2.7714 4.4518 3.1723
H -4.2335 4.0153 1.2052
H 0.2116 -0.4449 1.4198
```

Mulliken atomic charge list, values in e, 4 entries: atom 1 (Ru): 1.169, atom 2 (Cl): -0.214, atom 3 (C): 0.116, atom 4 (C): -0.723

***

Below is a molecular structure, C25H16ClF6IN5O6PbS2 in a non-equilibrium geometry, with properties calculated with ωB97M-V/def2-TZVPD.

charge: +1
LUMO energy (alpha / beta): -5.99 / -4.15 eV
highest occupied orbital energy (alpha / beta): -11.5 / -11.7 eV

Geometry as XYZ:
```
63
C25H16ClF6IN5O6PbS2 ωB97M-V/def2-TZVPD
Pb -0.7781 -0.0297 -0.7170
C 3.5200 -2.3039 -1.8530
C 2.4680 -1.2635 -2.1060
N 2.2664 -0.2990 -1.3122
N 2.7692 0.3783 -0.3885
C 2.0438 1.0526 0.5628
O 0.8833 1.4504 0.3455
C 2.7776 1.3453 1.7954
C 2.2655 2.2720 2.7029
C 2.9236 2.4982 3.8971
C 4.0770 1.7861 4.2000
C 4.5793 0.8467 3.3088
C 3.9394 0.6322 2.1032
C 1.5352 -1.3941 -3.2510
C 1.9876 -1.8242 -4.4913
C 1.0931 -1.8987 -5.5470
C -0.2314 -1.5669 -5.3228
C -0.5992 -1.1490 -4.0543
N 0.2585 -1.0465 -3.0417
H 4.3757 -1.8724 -1.3369
H 3.0835 -3.0786 -1.2216
H 3.8410 -2.7705 -2.7803
H 1.3564 2.8038 2.4559
H 2.5373 3.2194 4.6044
H 4.5824 1.9548 5.1417
H 5.4694 0.2857 3.5586
H 4.3142 -0.0950 1.3967
H 3.0323 -2.0517 -4.6461
H 1.4289 -2.2108 -6.5262
H -0.9642 -1.6101 -6.1157
H -1.6238 -0.8766 -3.8389
F 0.2002 -0.4857 3.3279
C -0.9606 -1.0081 3.7073
F -0.7691 -1.7079 4.8131
F -1.7932 0.0110 3.9653
S -1.7680 -2.1030 2.4140
O -1.9149 -1.2484 1.2320
O -2.9824 -2.4807 3.0393
N -0.8119 -3.3430 2.2241
S 0.4764 -3.3058 1.3341
O 0.9602 -1.9706 1.0290
O 0.4917 -4.2056 0.2232
C 1.7591 -3.9180 2.5324
F 2.9425 -3.9153 1.9052
F 1.5105 -5.1345 2.9790
F 1.8277 -3.0685 3.5548
Cl -6.5599 4.5078 -1.4487
C -5.1761 3.5572 -1.7508
C -4.7849 3.3403 -3.0623
C -3.6898 2.5489 -3.3393
I -3.1229 2.1498 -5.2975
C -2.9138 1.9243 -2.3071
O -1.9526 1.1683 -2.5715
C -3.3328 2.1827 -0.9280
N -2.6298 1.5856 0.0492
C -3.0020 1.7394 1.3062
C -4.1023 2.5184 1.6735
C -4.8270 3.1465 0.6941
C -4.4570 2.9822 -0.6537
H -5.3513 3.7758 -3.8733
H -2.4262 1.2069 2.0517
H -4.3648 2.6117 2.7172
H -5.6871 3.7542 0.9369
```

Mulliken atomic charge list, values in e, 4 entries: atom 1 (Pb): 1.573, atom 2 (C): -1.183, atom 3 (C): 0.724, atom 4 (N): 0.422